Entry from the OMol25 dataset: 3 unconnected molecules or ions with the total composition C4H15N3 at a distorted geometry (ωB97M-V/def2-TZVPD).

The maximum force comes out at 2.48 eV/Å. The value obtained for the LUMO energy is 0.825 eV. As for the net charge: 0. The energy relative to the best compared isomer or geometry (same formula, charge and spin) is 2.497 eV. The HOMO-LUMO gap is 8.2 eV.

```
22
Properties=species:S:1:pos:R:3:lowdin_charge:R:1
N 1.7359 1.5039 1.1127 0.037
N 1.2438 0.9293 -1.0767 -0.016
N -1.0905 0.0122 -0.4087 -0.224
C -2.0359 0.7191 0.4447 -0.096
C -1.7139 -0.8661 -1.3922 -0.099
C 1.8871 0.5754 0.0746 -0.448
C 1.3256 -1.2625 0.8060 -0.108
H -2.6624 1.3801 -0.1576 0.085
H 0.8235 1.9390 1.1295 0.064
H 2.9186 0.2446 -0.0320 0.108
H 1.9887 1.1403 2.0201 0.076
H -2.3487 -1.6249 -0.9197 0.082
H -0.9307 -1.3756 -1.9529 0.082
H -0.4152 -0.5553 0.1798 0.058
H 0.0702 0.6865 -0.9195 0.077
H 1.4651 -1.9413 -0.0417 0.011
H 2.1774 -1.4082 1.4787 0.004
H -1.4880 1.3237 1.1671 0.071
H 0.4725 -1.5544 1.4353 0.007
H -2.3208 -0.2796 -2.0851 0.084
H -2.6864 0.0307 0.9980 0.082
H 1.5840 0.3833 -1.8603 0.062
```

---

Entry from the OMol25 dataset: a single C31H41ClN4O4 molecule (ωB97M-V/def2-TZVPD).

The maximum force comes out at 0.76 eV/Å. The value obtained for the LUMO energy is 0.555 eV. As for the net charge: 0. As for the SMILES: CC1CCN(CCCN2C(=O)[C@H]3[C@H](C(=O)Nc4ccc(Cl)cc4)[C@@H]4C=C[C@]3(O4)[C@@H]2C(=O)NC2CCCCC2)CC1. The energy relative to the best compared isomer or geometry (same formula, charge and spin) is 0.399 eV. The HOMO-LUMO gap is 8.9 eV.

```
81
Properties=species:S:1:pos:R:3:lowdin_charge:R:1
Cl 1.7104 -7.7162 -7.7596 0.659
O -0.5152 -1.4712 0.9498 0.098
O -1.0139 -1.1038 -3.3894 0.078
O 3.8418 -2.2142 -4.2040 0.094
O 2.1641 0.9922 -1.9606 0.006
N 0.9651 -0.0192 1.8554 0.121
N 1.6516 -2.6750 -4.7065 0.146
N -3.4975 2.7874 0.8410 -0.176
N -0.6817 -0.0108 -1.4006 0.017
C -3.6487 2.2279 -0.4928 -0.197
C -4.4399 4.2269 2.5794 -0.159
C 1.7120 -6.2388 -6.8605 -0.686
C -3.1249 1.7939 1.8329 -0.188
C 0.3768 0.2858 -0.4515 -0.082
C 1.9919 1.4210 4.3441 -0.197
C 2.9142 -5.6749 -6.4662 -0.099
C 1.1576 -1.0787 -2.3117 -0.068
C -2.0553 0.3351 -1.1172 -0.133
C 1.6403 -0.0972 -1.2077 -0.337
C -2.2941 1.8472 -1.1065 -0.138
C 2.6625 -1.9456 -4.1621 -0.413
C -3.7256 3.9619 4.9843 -0.075
C 1.0050 -0.6043 3.1823 -0.301
C 3.2767 0.6403 4.6039 -0.203
C 0.7953 0.4768 4.2454 -0.140
C 0.2178 -0.5120 0.8543 -0.437
C 0.5076 -5.6304 -6.5417 -0.106
C 0.5134 -4.4505 -5.8253 -0.016
C -0.3125 -0.7465 -2.4646 -0.393
C 2.9189 -4.4936 -5.7484 -0.004
C 2.0953 -0.7199 -3.4690 -0.092
C 2.9007 -0.7356 -0.6655 0.037
C -4.6942 3.4912 1.2681 -0.203
C 3.0873 0.2231 -2.7171 -0.214
C 3.5079 -0.3940 3.5062 -0.200
C 3.7909 -0.5735 -1.6385 0.020
C -4.0319 3.2440 3.6743 -0.398
C -2.8217 2.4605 3.1716 -0.163
C 2.3218 -1.3512 3.4218 -0.143
C 1.7166 -3.8715 -5.4228 -0.212
H 3.8502 -4.0503 -5.4384 0.101
H 4.1245 1.3260 4.6540 0.110
H 2.0950 1.9971 3.4212 0.107
H -2.9080 4.6668 4.8491 0.079
H 2.9699 -1.2877 0.2499 0.107
H 0.6474 -0.0153 5.2081 0.122
H 2.4736 -2.0794 2.6226 0.111
H 4.4167 -0.9608 3.7165 0.112
H -0.1095 1.0416 4.0129 0.100
H 0.3941 1.3596 -0.2316 0.162
H -0.4203 -3.9697 -5.5718 0.117
H -2.2315 2.2147 -2.1311 0.117
H -2.2314 1.2695 1.4907 0.101
H -4.8579 2.5427 3.8419 0.142
H -5.3409 4.7699 2.8704 0.116
H -1.9813 3.1459 3.0432 0.123
H 3.2005 0.1313 5.5672 0.116
H -3.6365 4.9496 2.4271 0.122
H 4.7933 -0.9393 -1.7223 0.116
H -4.9620 4.2132 0.4922 0.118
H -5.5457 2.7964 1.3955 0.129
H 3.7054 0.8455 -3.3560 0.162
H 1.8213 2.1339 5.1529 0.111
H 0.1749 -1.3185 3.2079 0.147
H -2.5379 1.6951 3.8973 0.110
H -4.1133 3.0011 -1.1085 0.116
H 1.5622 -0.1120 -4.2075 0.171
H -2.6556 -0.1328 -1.9012 0.133
H 3.6531 0.1117 2.5482 0.103
H 0.7094 -2.3239 -4.5570 0.129
H 1.5870 0.7528 1.6757 0.139
H 1.2507 -2.1234 -2.0036 0.181
H -2.3317 -0.1129 -0.1584 0.114
H -3.4403 3.2482 5.7541 0.075
H -4.5977 4.5113 5.3313 0.075
H 2.2364 -1.9021 4.3600 0.121
H -0.4237 -6.0770 -6.8521 0.105
H -1.5204 2.3537 -0.5288 0.106
H -3.9287 1.0456 1.9688 0.136
H 3.8451 -6.1569 -6.7198 0.106
H -4.3223 1.3527 -0.4955 0.128
```

---

Entry from the OMol25 dataset: a molecular structure, C18H33HfO3P3 at a distorted geometry (ωB97M-V/def2-TZVPD).

The maximum force comes out at 16.30 eV/Å. The value obtained for the LUMO energy is -15.965 eV. As for the net charge: +4. The energy relative to the best compared isomer or geometry (same formula, charge and spin) is 0.539 eV. The HOMO-LUMO gap is 4.5 eV.

```
58
Properties=species:S:1:pos:R:3:lowdin_charge:R:1
Hf -0.5731 -0.4727 -0.5480 1.183
P -0.5579 3.3274 -1.3377 0.897
P 3.0554 -1.7237 -0.9489 0.898
P -1.4800 -0.8002 3.2199 0.897
O -0.4624 2.0691 1.8604 0.119
O 2.2199 1.5997 -0.6767 0.124
O 1.7405 -0.9299 2.0158 0.118
C 3.4446 -1.3370 -2.6942 -0.215
C -2.1397 -1.9111 -0.3281 -0.115
C 2.9424 -3.5448 -0.8893 -0.216
C 4.5659 -1.3108 -0.0384 -0.199
C -2.1700 -0.0369 -1.9142 -0.110
C -0.7268 1.0669 1.3228 -0.191
C -0.7872 0.0131 4.6841 -0.200
C -2.7164 -0.6864 -0.7700 -0.090
C -1.0465 -2.4985 -1.0186 -0.101
C -3.2799 -0.5178 3.3120 -0.217
C -1.2749 -2.5910 3.5430 -0.215
C -0.5092 -1.8337 -2.1696 -0.111
C 1.1379 1.1970 -0.8278 -0.198
C -1.0774 -0.6047 -2.6202 -0.105
C -0.4630 3.4327 -3.1552 -0.218
C -2.2586 3.8634 -0.9248 -0.215
C 0.5090 4.6625 -0.7274 -0.199
C 1.2046 -1.0008 0.9763 -0.193
H -3.4592 0.5654 3.2001 0.067
H 0.3064 -0.1128 4.6473 0.068
H -2.5221 4.8276 -1.3857 0.093
H 5.4557 -1.7619 -0.4942 0.098
H -0.7139 4.4370 -3.5268 0.093
H 4.3096 -1.9036 -3.0703 0.093
H 4.6614 -0.2144 -0.0329 0.068
H -3.7786 -1.0317 2.4757 0.047
H 0.4895 4.6286 0.3740 0.068
H -1.7864 -2.9151 4.4630 0.094
H 1.5409 4.4709 -1.0608 0.069
H -3.7075 -0.8615 4.2654 0.093
H -1.0128 1.0889 4.6342 0.069
H 2.5643 -1.5488 -3.3237 0.045
H 4.4568 -1.6519 1.0016 0.069
H 2.0701 -3.8805 -1.4723 0.047
H 3.8533 -4.0299 -1.2693 0.093
H -2.9749 3.0918 -1.2524 0.044
H 0.1739 5.6483 -1.0788 0.098
H -0.1971 -2.8053 3.6296 0.062
H -1.1394 2.6909 -3.6052 0.047
H -2.3391 3.9494 0.1710 0.062
H 3.6543 -0.2574 -2.7690 0.063
H -2.6142 0.8984 -2.2749 0.150
H -3.5468 -0.2460 -0.2275 0.166
H -1.6620 -3.1655 2.6848 0.044
H 0.5678 3.1790 -3.4556 0.067
H 0.3002 -2.2974 -2.7229 0.144
H -2.5678 -2.4299 0.5395 0.151
H -0.6659 -0.1097 -3.4975 0.169
H 2.7800 -3.8383 0.1626 0.067
H -0.6124 -3.4328 -0.6897 0.164
H -1.1812 -0.4137 5.6158 0.098
```

---

Entry from the OMol25 dataset: 2 unconnected molecules or ions with the total composition C2HIN2O2 at a distorted geometry (ωB97M-V/def2-TZVPD).

The maximum force comes out at 5.24 eV/Å. The value obtained for the LUMO energy is -0.459 eV. As for the net charge: 0. The energy relative to the best compared isomer or geometry (same formula, charge and spin) is 4.008 eV. The HOMO-LUMO gap is 6.9 eV.

```
8
Properties=species:S:1:pos:R:3:lowdin_charge:R:1
I 2.9387 1.9688 -1.5349 1.029
O -1.4700 -1.3240 -1.3803 0.162
O -1.0669 -0.8107 0.8426 -0.037
N 0.3608 0.4324 -0.8521 0.139
N -0.2683 -0.2484 1.8270 -0.035
C 1.3350 0.9388 -1.1396 -0.826
C -1.0155 -0.9539 -0.3422 -0.374
H -0.8138 -0.0030 2.5795 -0.058
```

---

Entry from the OMol25 dataset: a single CH3NOS molecule at a distorted geometry (ωB97M-V/def2-TZVPD).

The maximum force comes out at 6.67 eV/Å. The value obtained for the LUMO energy (alpha / beta) is 0.736 / -2.925 eV. As for the net charge: 0. The energy relative to the best compared isomer or geometry (same formula, charge and spin) is 4.354 eV. The HOMO-LUMO gap (alpha / beta) is 5.8 / 7.6 eV. As for the multiplicity: 3.

```
7
Properties=species:S:1:pos:R:3:lowdin_charge:R:1
S 1.1265 0.0468 0.3894 0.778
O 2.0764 0.2777 -0.6489 -0.420
N -0.1077 -0.8879 -0.2846 -0.248
C -0.6192 0.4311 0.0645 -0.325
H -0.7784 1.0506 -0.8971 0.121
H -1.1563 0.5182 0.9283 0.032
H -0.5414 -1.4364 0.4485 0.061
```

---

Entry from the OMol25 dataset: a molecular structure, C19H14CoN7O4S3 (ωB97M-V/def2-TZVPD).

The maximum force comes out at 0.36 eV/Å. The value obtained for the LUMO energy (alpha / beta) is -0.589 / -3.676 eV. As for the net charge: 0. The energy relative to the best compared isomer or geometry (same formula, charge and spin) is 0.212 eV. The HOMO-LUMO gap (alpha / beta) is 7.4 / 4.4 eV. As for the multiplicity: 5.

```
48
Properties=species:S:1:pos:R:3:lowdin_charge:R:1
Co 0.7612 -0.8331 0.3024 0.533
S 1.4653 -1.2862 2.5061 0.632
S 0.2331 2.3263 0.1917 0.639
S 4.1677 -0.4850 3.5935 0.860
O 0.7736 2.4604 -1.1361 -0.288
O -2.5783 -0.0361 0.6034 0.013
O -0.2491 -2.5831 -0.0791 -0.043
O 1.1066 2.5943 1.2951 -0.279
N -2.4095 -2.7107 0.5842 0.237
N 3.5711 -0.1633 1.1558 -0.083
N 2.7294 -0.2544 0.0961 -0.099
N -3.3700 -6.0800 0.1925 0.216
N -0.4742 0.8484 0.3653 -0.111
N 0.8855 -5.7293 -1.0976 0.230
N 0.9802 -0.5061 -1.8381 0.050
C -1.2842 -3.2260 0.1210 -0.463
C -1.8089 0.9231 0.4888 -0.476
C -2.7856 5.0469 0.4080 -0.062
C 2.4856 0.4060 -3.4489 -0.003
C -1.4744 4.6017 0.2896 -0.025
C -3.8387 4.1473 0.5572 -0.061
C -1.2721 3.2375 0.3264 -0.213
C 2.1727 0.0195 -2.1552 -0.257
C -0.0776 -5.2541 -0.6733 -0.148
C 3.1189 0.1587 -1.0463 -0.042
C 0.0679 -0.6493 -2.7890 -0.099
C 0.2966 -0.2872 -4.1068 -0.041
C 1.5301 0.2492 -4.4384 -0.043
C -2.3942 -5.4836 0.0322 -0.166
C -3.6098 2.7782 0.5927 0.002
C -2.3046 2.3370 0.4746 -0.132
C -1.2571 -4.6866 -0.1733 -0.068
C 3.0363 -0.6134 2.2640 -1.075
C 3.2397 -1.1124 4.9998 -0.454
H -4.8484 4.5253 0.6482 0.106
H -2.4656 -1.6732 0.6644 0.072
H -4.4153 2.0664 0.7122 0.121
H 2.3430 -0.5224 5.1708 0.024
H -2.9919 6.1088 0.3852 0.107
H -3.2326 -3.2790 0.6979 0.116
H 3.9123 -1.0067 5.8502 0.030
H 3.4559 0.8320 -3.6635 0.120
H -0.8858 -1.0585 -2.4763 0.118
H -0.4787 -0.4209 -4.8471 0.107
H 1.7439 0.5467 -5.4562 0.113
H -0.6500 5.2918 0.1751 0.124
H 2.9769 -2.1588 4.8717 0.023
H 4.1028 0.5940 -1.1908 0.138
```

---

Entry from the OMol25 dataset: 3 unconnected molecules or ions with the total composition H6O3 at a distorted geometry (ωB97M-V/def2-TZVPD).

The maximum force comes out at 3.15 eV/Å. The value obtained for the LUMO energy is 0.576 eV. As for the net charge: 0. As for the SMILES: O.O.O. The energy relative to the best compared isomer or geometry (same formula, charge and spin) is 0.349 eV. The HOMO-LUMO gap is 12.0 eV.

```
9
Properties=species:S:1:pos:R:3:lowdin_charge:R:1
O -0.6430 0.3586 1.4722 -0.081
O -0.8987 -0.8973 -0.9247 -0.120
O 0.9802 1.1727 -0.7672 -0.119
H 1.7967 0.5389 -0.6544 0.109
H -0.0862 0.9420 0.8854 0.042
H -0.0919 -0.0427 2.1609 0.059
H -0.5082 -1.8197 -1.1398 0.100
H 0.3217 0.5246 -1.0940 -0.005
H -0.8706 -0.7770 0.0616 0.014
```

---

Entry from the OMol25 dataset: a single C13H23BN2O3 molecule at a distorted geometry (ωB97M-V/def2-TZVPD).

The maximum force comes out at 2.24 eV/Å. The value obtained for the LUMO energy is 0.574 eV. As for the net charge: 0. As for the SMILES: CC(C)(O)Cn1cc(B2OC(C)(C)C(C)(C)O2)cn1. The energy relative to the best compared isomer or geometry (same formula, charge and spin) is 0.000 eV. The HOMO-LUMO gap is 9.9 eV.

```
42
Properties=species:S:1:pos:R:3:lowdin_charge:R:1
O -1.2031 -2.2182 -0.5873 0.125
O 2.1853 1.6464 4.4881 -0.035
O -1.1706 -0.0633 -1.6218 0.100
N -0.1015 0.4838 2.9827 0.078
N 0.4203 1.3759 2.1178 -0.135
C 3.3921 1.6814 2.3616 -0.034
C -0.2716 -0.8861 -3.6899 0.001
C 0.2656 0.9757 0.7975 0.011
C -1.4702 -0.9937 -2.6837 -0.403
C -0.5781 -0.4950 2.2408 -0.097
C 2.3846 2.4166 3.2755 -0.582
C 3.0208 3.7980 3.5941 -0.024
C -2.7866 -0.4932 -3.3438 -0.010
C -0.7812 -3.5113 -2.5629 -0.009
C -3.0799 -2.9347 -1.8372 -0.018
C 1.0627 2.6216 2.5741 -0.083
C -1.6457 -2.4072 -1.9274 -0.456
C -0.4611 -0.2061 0.8694 -0.070
B -0.9613 -0.8417 -0.4579 -0.500
H 3.2328 4.3503 2.7054 0.073
H 4.3707 1.5958 2.8632 0.091
H 0.5485 1.4785 -0.1209 0.137
H 2.3405 4.3935 4.2058 0.086
H -0.0308 0.1387 -3.8825 0.080
H 3.5391 2.1983 1.4199 0.078
H -1.0260 -3.6681 -3.5854 0.083
H 3.9324 3.6682 4.1629 0.084
H -1.0800 -1.4075 2.5833 0.125
H -0.5090 -1.3370 -4.6281 0.076
H -3.4725 -3.0397 -2.8410 0.083
H -2.5788 0.5052 -3.7220 0.089
H 3.0579 0.6540 2.1441 0.085
H 0.3169 3.0868 3.2414 0.143
H 1.1588 3.2659 1.6932 0.137
H -3.6143 -0.4387 -2.6430 0.083
H 1.5489 0.9271 4.2622 0.074
H 0.2659 -3.2439 -2.4339 0.085
H -3.1260 -3.8927 -1.3107 0.094
H 0.6230 -1.3663 -3.2769 0.086
H -3.0945 -1.1440 -4.1595 0.086
H -3.7299 -2.2513 -1.2723 0.097
H -0.8939 -4.4224 -1.9948 0.087
```